1.
Molecular formula: C25H46F4N2O12P2S
Method: DFT, the ωB97M-V functional and the def2-TZVPD basis

Positions of all 92 atoms, in Å:
S1 3.9335 -0.5058 0.0159
P1 -0.6707 4.3768 -0.4047
P2 1.4869 -0.5209 2.6722
F1 2.3743 0.4564 -2.6239
F2 -1.2073 -2.8607 -1.7868
F3 -1.9160 0.2187 -2.7166
F4 -3.3379 -0.1713 -0.7285
O1 3.4364 -7.7686 5.0046
O2 0.1530 5.2679 -1.6296
O3 3.6594 -5.7141 2.7293
O4 -2.0738 3.5622 -0.9994
O5 -4.7874 4.9390 -4.5475
O6 3.7776 2.3659 -0.9299
O7 -7.6719 3.9012 -4.7749
O8 2.7378 -1.6742 2.9309
O9 5.9839 -5.8969 4.6921
O10 1.8424 3.1299 0.1109
O11 1.9066 0.7888 3.7537
O12 -5.4139 2.2390 -3.2797
N1 1.3998 0.0413 0.9903
N2 4.3984 4.7061 0.2138
C1 1.6829 1.5127 -1.9007
C2 -8.8091 4.6718 -4.4408
C3 -2.3753 4.3963 2.6212
C4 0.4237 3.0249 0.3884
C5 2.3084 -7.8808 5.8495
C6 2.6430 0.7456 0.5403
C7 1.7423 2.8211 -2.8961
C8 4.1102 3.5985 -0.2390
C9 -6.8827 4.4882 -5.8049
C10 2.4052 1.9548 -0.5166
C11 1.0478 -1.1540 0.1604
C12 -5.4010 4.1788 -5.5883
C13 5.3162 -4.7054 4.2826
C14 7.3023 -5.9905 4.1894
C15 -1.3285 -1.6160 -1.0294
C16 0.2632 3.2234 2.0186
C17 -0.5653 -1.4175 0.3901
C18 4.0183 -7.0959 2.7455
C19 3.1259 -7.9680 3.6291
C20 -5.2213 4.6643 -3.2101
C21 3.8533 -4.9855 3.9477
C22 -2.1651 -0.5182 -1.5061
C23 -4.5630 1.1415 -3.5459
C24 -4.7351 3.3272 -2.6572
C25 -1.1351 3.9830 2.3892
H1 -0.2956 4.9900 -2.4830
H2 1.9887 -8.9272 5.9178
H3 3.9007 -7.4394 1.7134
H4 7.6685 -7.0057 4.3685
H5 7.9549 -5.2803 4.7087
H6 -5.0946 0.4430 -4.1991
H7 3.3049 -9.0253 3.4066
H8 -4.8674 4.4538 -6.5031
H9 -4.9533 3.2716 -1.5864
H10 2.7745 0.5591 4.1980
H11 -9.2526 4.2620 -3.5324
H12 -3.4878 4.6911 2.4981
H13 -6.3026 4.7784 -3.1184
H14 -5.2299 3.1095 -5.4446
H15 -3.6537 1.4605 -4.0637
H16 -7.2159 4.0560 -6.7544
H17 4.7134 -0.0261 -1.0304
H18 -1.7867 2.6035 -1.0582
H19 3.3255 -5.4608 4.7759
H20 2.9578 -2.1960 2.1211
H21 -0.9924 -0.4365 0.8520
H22 0.7446 2.9652 -3.4732
H23 -4.7779 5.4544 -2.5949
H24 2.5340 2.5846 -3.7233
H25 1.1559 3.8108 2.4727
H26 -0.0676 2.0110 0.1596
H27 -7.0228 5.5765 -5.8401
H28 5.0750 -7.2227 2.9910
H29 3.0846 1.2588 1.4953
H30 -0.7772 -2.2531 1.1513
H31 2.0734 -7.7336 3.4224
H32 -4.3066 0.6308 -2.6137
H33 1.1781 -1.0283 -0.9725
H34 1.5621 -2.1372 0.4589
H35 1.4784 -7.2607 5.4921
H36 3.3626 -4.0198 3.7877
H37 2.1168 3.7692 -2.3686
H38 7.3298 -5.8083 3.1110
H39 2.5846 -7.5353 6.8466
H40 -3.6549 3.2480 -2.7995
H41 5.3726 -4.0014 5.1184
H42 0.5451 1.2918 -1.7803
H43 5.8076 -4.2591 3.4137
H44 -9.5512 4.6210 -5.2462
H45 0.1649 2.1585 2.4434
H46 -8.5408 5.7166 -4.2474

Values from the calculation:
Orbital gap   0.245 Eh
SMILES   C#CC[C@H](O[C@@](OC#N)([C@H](S)N(CCC(F)=C(F)F)P(O)O)[C@@H](C)F)P(O)O.COCCOCCOC.COCCOCCOC
Total energy   -94487.5881 eV
HOMO   -8.22 eV



2.
Molecular formula: C6H10O
Method: DFT, the ωB97M-V functional and the def2-TZVPD basis

Positions of all 17 atoms, in Å:
O1 0.8562 -1.4785 1.2847
C1 0.5238 0.7627 0.5407
C2 1.1312 -0.6357 0.4565
C3 -1.9238 0.1724 1.0335
C4 -0.8876 0.5676 0.0160
C5 -1.1238 0.6219 -1.2941
C6 2.0168 -0.9478 -0.7315
H1 1.0778 1.4853 -0.0678
H2 -2.7914 -0.2967 0.5606
H3 -2.0892 0.3545 -1.7145
H4 0.5288 1.0900 1.5854
H5 -0.3475 0.9242 -1.9941
H6 1.7190 -0.3993 -1.6300
H7 3.0451 -0.6543 -0.4884
H8 -2.2731 1.0549 1.5853
H9 -1.4982 -0.5253 1.7629
H10 2.0008 -2.0222 -0.9251

Values from the calculation:
Orbital gap   0.372 Eh
ΔE to the lowest compared entry with this formula, charge and spin   4.1 kcal/mol
SMILES   C=C(C)CC(C)=O
Total energy   -8431.0644 eV
HOMO   -9.18 eV



3.
Molecular formula: C3H13O3S
Method: DFT, the ωB97M-V functional and the def2-TZVPD basis

Positions of all 20 atoms, in Å:
S1 0.5832 0.2907 -0.9550
O1 -1.0711 1.6957 4.4338
O2 1.2474 1.1332 1.9268
O3 2.4526 0.7291 -3.5363
C1 -1.1655 -0.2544 -0.4921
C2 -1.3377 -2.7831 -0.0691
C3 -1.5366 -1.6203 -1.0796
H1 -2.1865 -3.4701 -0.0650
H2 -2.5485 -1.6306 -1.4081
H3 2.5858 -0.2119 -3.6425
H4 0.5790 1.8232 1.9511
H5 0.9491 0.6635 1.1059
H6 -1.2694 -2.3391 0.9241
H7 -1.6712 0.5864 -0.9537
H8 1.7118 0.8185 -2.9048
H9 -1.1210 -0.3183 0.5909
H10 -1.2515 1.1173 5.1855
H11 -0.8514 -1.7379 -1.9184
H12 -0.4551 -3.3400 -0.3758
H13 -1.8572 1.5118 3.9026

Values from the calculation:
Orbital gap   0.225 Eh
ΔE to the lowest compared entry with this formula, charge and spin   28.8 kcal/mol
Total energy   -20300.4614 eV
HOMO   -3.10 eV
Total charge   -1



4.
Molecular formula: C3H2F9NaO10S3
Method: DFT, the ωB97M-V functional and the def2-TZVPD basis

Positions of all 28 atoms, in Å:
S1 -2.2889 -1.4581 -1.6206
S2 2.2482 -1.3982 -1.0977
S3 0.3527 2.1937 0.0248
Na1 -0.4965 -1.2203 1.2440
F1 4.8462 -2.0953 -0.3347
F2 4.6467 -0.8496 -2.0777
F3 4.3770 0.0370 -0.1337
F4 -3.2186 0.6124 -0.2381
F5 -4.5535 -1.1639 -0.4217
F6 -4.3341 0.1289 -2.1328
F7 0.5619 4.7290 0.8672
F8 0.0539 3.2904 2.4140
F9 -1.4050 3.8979 0.9069
O1 2.0653 -2.8490 -1.3778
O2 -1.8770 -2.2082 -0.3940
O3 -0.8746 -1.4919 3.8835
O4 1.7020 -1.0307 0.2170
O5 -1.2537 -0.5276 -2.0170
O6 1.8486 2.0414 0.0937
O7 -2.7605 -2.1978 -2.8026
O8 1.7918 -0.5519 -2.2337
O9 -0.2406 0.9708 0.5669
O10 -0.1846 2.5012 -1.3138
C1 -3.7000 -0.3735 -1.0510
C2 4.2044 -1.0613 -0.8838
C3 -0.1404 3.5918 1.1735
H1 -0.0755 -2.0066 3.9960
H2 -1.2952 -1.5106 4.7432

Values from the calculation:
Orbital gap   0.220 Eh
ΔE to the lowest compared entry with this formula, charge and spin   72.7 kcal/mol
Total energy   -85001.3842 eV
HOMO   -2.80 eV
Total charge   -2



5.
Molecular formula: C3H4N3S
Method: DFT, the ωB97M-V functional and the def2-TZVPD basis

Positions of all 11 atoms, in Å:
S1 -3.7190 -0.1882 -0.1380
N1 0.5105 1.5703 -0.0061
N2 -1.0648 -0.7720 0.2701
N3 0.0669 -0.9501 0.6713
C1 0.4771 2.6729 -0.0467
C2 1.1920 -1.2940 -0.1277
C3 -2.2444 -0.5287 0.2522
H1 0.8791 -1.0999 -1.0997
H2 1.4909 -2.3312 0.1604
H3 2.0763 -0.8082 0.2482
H4 0.3353 3.7291 -0.1838

Values from the calculation:
Orbital gap   0.249 Eh
ΔE to the lowest compared entry with this formula, charge and spin   61.5 kcal/mol
Total energy   -18469.3889 eV
HOMO   -14.27 eV
Total charge   +1